Entry 1:
A cluster of 13 separate species, C40H90FIN2O18P in total, computed with ωB97M-V/def2-TZVPD.

Total charge: +1
Highest occupied orbital energy: -11.0 eV

Element x y z (Å)
1 O -4.24 -5.77 -2.19
2 H 4.41 -3.84 5.19
3 C -3.02 5.93 4.90
4 O 3.49 0.83 0.51
5 C 7.39 -3.08 1.01
6 F 1.60 -3.28 0.92
7 H 3.81 -2.26 6.77
8 C -8.18 1.93 -2.86
9 C 5.85 -1.96 -2.92
10 C -0.60 -0.83 -4.05
11 H -3.46 2.20 5.84
12 H 3.58 4.10 -3.13
13 C -0.99 0.47 -0.67
14 O 4.75 -2.42 6.67
15 C 2.56 -4.56 -1.13
16 C 2.78 -3.03 -1.22
17 H 4.48 -4.47 6.86
18 O -6.92 1.48 -3.36
19 H 5.97 -3.94 6.05
20 H 0.06 1.20 2.65
21 H 5.27 -0.50 4.44
22 C -4.15 4.21 6.18
23 H -4.02 -4.86 -1.97
24 C -4.97 1.31 2.54
25 H -0.48 0.22 -3.76
26 H 9.52 -5.09 4.72
27 H 6.38 -1.85 4.14
28 H 6.46 -2.52 1.12
29 C 0.00 2.22 2.26
30 H -6.26 -5.33 -2.33
31 H 4.80 -1.83 3.34
32 C -5.25 1.70 1.05
33 O -5.08 -1.68 4.12
34 C 2.14 -2.35 0.03
35 H -2.48 2.06 -4.69
36 C -4.32 3.08 -0.89
37 C 5.63 -1.21 3.69
38 O 2.31 0.21 2.30
39 H 2.13 2.85 2.37
40 H -3.45 3.29 -1.53
41 H -5.16 -2.16 6.14
42 C 0.10 0.86 0.10
43 C 1.18 3.05 2.86
44 C -5.45 -5.75 -2.94
45 H -0.69 -3.59 -8.17
46 H 1.05 2.79 0.47
47 C -1.86 -1.52 -3.51
48 H -2.22 1.61 3.99
49 H -6.28 3.67 1.20
50 H -5.71 -6.78 -3.20
51 C 4.91 -3.74 6.17
52 C -3.92 1.16 -5.65
53 C -0.09 -1.67 -1.02
54 N -1.08 -0.76 -1.24
55 C -3.06 1.06 0.10
56 H -3.68 0.24 -0.27
57 H 2.32 -2.62 -2.13
58 H 1.08 6.24 -1.54
59 C -2.24 4.95 4.29
60 H 4.48 2.81 -4.83
61 C -1.60 2.52 3.97
62 H -3.53 2.95 1.13
63 H -2.32 -2.39 -7.05
64 O 3.36 0.76 -2.18
65 H -4.60 6.29 6.29
66 H 1.51 -4.82 -1.07
67 H -4.17 0.14 -5.92
68 H -4.62 -2.50 3.92
69 H 8.20 -2.54 1.51
70 H 3.89 3.74 -0.76
71 H -2.88 6.98 4.65
72 H -0.05 -3.01 -2.55
73 H -2.60 0.75 1.05
74 H 5.48 0.04 2.23
75 O -1.21 2.87 2.65
76 H 2.02 6.20 -3.06
77 O -2.69 1.14 -4.92
78 O 6.19 -0.51 2.59
79 H 5.11 -3.76 -2.90
80 H -1.50 5.28 3.56
81 H -6.40 1.19 -2.60
82 H -8.78 2.26 -3.70
83 C 1.13 -0.08 0.29
84 H -1.32 -2.22 -9.12
85 H 4.73 4.56 -5.09
86 H 9.71 -4.53 2.50
87 H -8.69 1.11 -2.35
88 H 0.22 -2.06 -8.26
89 C 3.98 3.76 -5.01
90 H -2.88 -0.20 -2.21
91 O 4.30 2.90 -1.00
92 O 3.07 4.05 -3.95
93 O 3.05 5.61 -1.36
94 H -3.90 1.41 2.76
95 H -5.54 1.93 3.24
96 H 3.01 -5.07 -1.99
97 H -0.74 2.33 4.63
98 H -4.89 3.89 6.91
99 C -3.97 5.53 5.82
100 H 7.63 -3.19 -0.04
101 H 3.86 -2.87 -1.27
102 C -3.35 3.25 5.57
103 C -0.78 -2.50 -8.22
104 P 3.18 1.75 -0.89
105 H -4.71 1.58 -5.03
106 H -5.52 0.76 0.55
107 C -6.48 2.63 0.92
108 O 7.25 -4.38 1.58
109 H -5.10 2.54 -1.45
110 H 7.04 -4.26 2.52
111 H -6.35 -0.97 5.57
112 H -1.79 -2.61 -3.58
113 H -6.86 2.56 -0.11
114 H -0.70 2.86 0.32
115 H 3.36 6.50 -1.19
116 H -0.95 -3.50 -1.21
117 H -5.33 -5.17 -3.85
118 C -2.25 -1.08 -2.08
119 H -2.68 -1.24 -4.19
120 H 2.57 0.87 -2.73
121 H 6.48 -1.38 -3.58
122 C -2.42 3.63 4.62
123 H 0.88 4.11 2.83
124 O -1.96 1.39 -0.83
125 H 3.10 -4.93 -0.24
126 H -8.04 2.76 -2.16
127 C 1.01 -1.36 -0.26
128 H -0.55 -0.86 -5.14
129 H 10.64 -6.43 4.38
130 C -5.83 -1.90 5.32
131 H -6.55 -2.69 5.17
132 H 1.48 4.69 -2.31
133 H 9.04 -6.42 3.62
134 H -4.74 4.04 -0.57
135 H -5.21 0.24 2.73
136 C 9.87 -5.79 3.95
137 H -7.27 2.20 1.55
138 C -3.95 2.27 0.38
139 I -3.56 -2.52 -1.11
140 C 1.84 5.69 -2.11
141 H 0.30 -1.39 -3.72
142 O -1.44 -2.00 -7.06
143 H -3.80 1.75 -6.56
144 H 6.33 -2.05 -1.95
145 N -0.14 -2.98 -1.54
146 C 2.35 0.33 1.10
147 O 5.67 -3.26 -3.50
148 H 3.42 3.71 -5.94
149 O 10.42 -5.08 2.85
150 H 1.31 2.77 3.92
151 C 0.13 2.25 0.70
152 H 2.96 -1.87 0.59
153 H 4.88 -1.46 -2.81


Entry 2:
A structure of composition C12H22I2InN2O3S3Y, computed with ωB97M-V/def2-TZVPD.

Total charge: +4
Highest occupied orbital energy (alpha / beta): -20.1 / -20.0 eV

Element x y z (Å)
1 C -3.33 1.03 0.83
2 Y -2.91 -1.10 -0.44
3 S 1.93 1.03 2.48
4 O -2.75 -0.92 3.33
5 H 0.42 2.47 -3.07
6 H -3.82 2.17 -2.38
7 C -2.94 -1.06 2.19
8 H -0.50 -5.18 -0.30
9 C -1.68 2.44 -2.59
10 C -3.10 2.47 -3.16
11 H -0.50 3.70 -3.96
12 In 0.04 0.08 0.18
13 H 1.83 -4.02 -0.42
14 O 1.27 3.05 0.72
15 H 3.70 1.96 0.29
16 H 2.18 -2.70 0.68
17 I 1.44 -0.97 -3.09
18 C -0.61 -4.83 0.74
19 C 3.69 1.50 2.32
20 H 5.47 1.87 3.16
21 H -2.26 3.01 -0.59
22 H 2.23 -4.38 1.27
23 H 4.25 1.39 4.37
24 C -0.54 2.67 -3.56
25 H -3.40 3.46 -3.53
26 H -0.54 3.19 -0.92
27 S -1.49 0.63 -1.90
28 H -0.32 -5.65 1.42
29 H -1.68 -4.61 0.89
30 C 1.70 -3.68 0.61
31 H 0.35 -3.68 3.12
32 H 0.58 -2.05 2.46
33 C 1.17 1.90 1.06
34 C -1.54 3.30 -1.35
35 C 0.01 -2.97 2.35
36 N 4.55 1.43 3.36
37 H -0.58 1.99 -4.41
38 H 5.22 2.09 1.17
39 I -2.20 -2.38 -3.54
40 S -0.53 -2.33 -0.29
41 H -3.22 1.76 -3.98
42 H -1.05 -2.72 2.52
43 O -3.28 2.03 1.44
44 N 4.24 1.79 1.14
45 C 0.22 -3.55 0.97
46 H -1.72 4.36 -1.59


The following energy above the lowest of the compared OMol25 structures with the same formula, charge and spin values (in kcal per mole) correspond, in order, to the records above: 0.0; 0.0.
The following energy values (in Ha) correspond, in order, to the records above: -3780.443510; -2822.473939.